Below is C35H36IrN6O6S2 as an isolated structure, with properties calculated with ωB97M-V/def2-TZVPD.

## Properties
LUMO (spin up / spin down) in eV: -0.854 / -0.803
Relative energy (zero: lowest compared OMol25 entry of this formula, charge and spin) in eV: 0.0568
HOMO (spin up / spin down) in eV: -7.756 / -7.699
Multiplicity: 2
Expectation value of S²: 0.758
HOMO-LUMO gap (spin up / spin down) in eV: 6.902 / 6.895

Each line ends with the Mulliken charge.
Cartesian coordinates (Å):
Ir1 1.07 0.06 0.00  0.791
O1 2.76 -2.03 3.66  -0.767
C1 2.81 -3.25 3.08  0.417
C2 3.20 -4.31 3.90  -0.699
C3 3.27 -5.59 3.40  -0.355
C4 2.94 -5.85 2.07  -0.947
C5 2.55 -4.80 1.26  -0.240
C6 2.48 -3.49 1.74  0.411
C7 1.98 -2.42 0.87  0.633
O2 1.99 -1.20 1.31  -0.838
N1 1.51 -2.75 -0.32  -1.128
N2 0.99 -1.65 -0.95  1.235
C8 0.51 -1.83 -2.14  -0.327
C9 -0.01 -0.81 -3.00  0.972
C10 -0.42 -1.25 -4.27  -0.902
C11 -0.93 -0.43 -5.23  -0.798
C12 -1.02 0.93 -4.91  -1.023
C13 -0.64 1.37 -3.68  -0.472
N3 -0.16 0.53 -2.69  1.146
H1 2.48 -1.38 2.98  0.359
H2 3.45 -4.09 4.93  0.463
H3 3.57 -6.40 4.05  0.402
H4 2.99 -6.85 1.67  0.425
H5 2.28 -4.98 0.23  0.426
H6 0.54 -2.83 -2.54  0.329
H7 -0.31 -2.31 -4.45  0.453
H8 -1.24 -0.81 -6.19  0.447
H9 -1.40 1.66 -5.61  0.478
H10 -0.71 2.41 -3.40  0.642
S1 1.91 1.95 1.20  -0.642
C14 0.70 2.75 2.07  0.762
N4 -0.54 2.38 2.17  0.625
C15 -1.35 3.07 3.17  -0.763
C16 -0.71 4.44 3.33  -0.435
S2 1.06 4.19 3.00  -0.114
H11 -0.81 1.42 1.82  -0.572
H12 -1.33 2.49 4.09  0.377
H13 -2.38 3.15 2.82  0.363
H14 -0.83 4.84 4.33  0.475
H15 -1.10 5.15 2.60  0.218
O3 -1.28 -0.20 3.54  -0.732
C17 -1.03 -0.75 2.47  -0.049
O4 -0.87 -0.12 1.35  -0.744
C18 -0.94 -2.25 2.41  0.298
C19 -0.66 -2.98 3.56  -0.836
C20 -0.51 -4.36 3.50  -0.543
C21 -0.65 -5.03 2.29  -0.625
C22 -0.95 -4.28 1.16  -0.543
C23 -1.11 -2.91 1.20  0.360
N5 -1.04 -4.95 -0.14  1.275
O5 -0.75 -6.13 -0.19  -0.667
O6 -1.37 -4.29 -1.11  -0.655
H16 -0.53 -2.45 4.49  0.462
H17 -0.27 -4.92 4.39  0.453
H18 -0.51 -6.09 2.20  0.494
H19 -1.32 -2.36 0.30  0.874
C24 1.89 4.26 -3.29  -1.411
C25 1.97 3.44 -1.99  0.288
C26 2.68 2.13 -2.31  -1.271
C27 0.58 3.45 -1.34  0.901
C28 0.19 4.69 -0.85  -0.423
C29 -1.08 4.91 -0.36  -1.563
C30 -2.00 3.87 -0.38  -0.549
C31 -1.67 2.60 -0.84  0.298
C32 -2.84 1.61 -0.83  0.662
C33 -3.94 2.15 -1.76  -1.595
C34 -2.64 0.13 -1.18  -1.895
C35 -0.34 2.39 -1.25  -1.031
N6 0.14 1.06 -1.49  0.204
H20 2.89 4.38 -3.72  0.451
H21 1.47 5.25 -3.13  0.398
H22 1.27 3.75 -4.03  0.286
H23 2.61 3.98 -1.30  0.531
H24 2.16 1.54 -3.07  0.198
H25 2.83 1.50 -1.43  0.158
H26 3.67 2.37 -2.71  0.462
H27 0.91 5.51 -0.86  0.530
H28 -1.36 5.88 0.03  0.473
H29 -3.00 4.05 -0.02  0.524
H30 -3.22 1.64 0.19  0.457
H31 -3.58 2.17 -2.80  0.368
H32 -4.27 3.15 -1.51  0.399
H33 -4.81 1.49 -1.73  0.440
H34 -2.54 -0.01 -2.26  0.340
H35 -3.54 -0.41 -0.88  0.561
H36 -1.80 -0.31 -0.66  0.162



Below is one molecule with the formula C2H5NO2 at a distorted geometry, with properties calculated with ωB97M-V/def2-TZVPD.

## Properties
LUMO in eV: 0.615
Relative energy (zero: lowest compared OMol25 entry of this formula, charge and spin) in eV: 1.3134
HOMO in eV: -9.415
Structure (SMILES): NC(=O)CO
HOMO-LUMO gap in eV: 10.030

Each line ends with the natural charge from an NBO analysis.
Cartesian coordinates (Å):
C1 0.51 -0.75 0.04  0.629
C2 -0.09 0.44 0.80  -0.173
H1 0.28 -1.58 -1.87  0.409
H2 -0.79 -0.25 -1.30  0.419
H3 -1.06 0.26 1.28  0.199
H4 0.54 0.81 1.59  0.202
H5 0.08 2.16 -0.11  0.480
N1 -0.14 -1.08 -1.10  -0.828
O1 1.21 -1.38 0.81  -0.593
O2 -0.54 1.38 -0.14  -0.744



Below is one molecule with the formula C23H32N4O2S at a distorted geometry, with properties calculated with ωB97M-V/def2-TZVPD.

## Properties
LUMO in eV: 0.179
Relative energy (zero: lowest compared OMol25 entry of this formula, charge and spin) in eV: 0.0459
HOMO in eV: -8.221
Structure (SMILES): CCCc1nc2c(sc3nc4c(cc32)COC(C)(C)C4)c(=O)n1CCN(CC)CC
HOMO-LUMO gap in eV: 8.401

Each line ends with the natural charge from an NBO analysis.
Cartesian coordinates (Å):
C1 3.02 0.53 -1.70  -0.610
C2 3.13 -0.96 -1.40  -0.387
H1 4.04 -1.36 -1.86  0.201
H2 3.19 -1.11 -0.33  0.217
C3 1.94 -1.75 -1.96  -0.472
C4 0.66 -1.49 -1.21  0.508
N1 0.73 -0.78 -0.13  -0.535
C5 -0.42 -0.53 0.54  0.265
C6 -1.64 -1.00 0.11  -0.356
C7 -1.75 -1.79 -1.08  0.633
O1 -2.77 -2.25 -1.56  -0.624
N2 -0.50 -2.01 -1.69  -0.418
C8 -0.57 -2.82 -2.90  -0.229
H3 0.38 -3.32 -3.07  0.208
H4 -1.36 -3.56 -2.74  0.243
C9 -0.97 -1.98 -4.13  -0.230
N3 0.06 -1.02 -4.49  -0.478
C10 -0.41 0.35 -4.61  -0.208
C11 -0.75 0.96 -3.26  -0.614
H5 -1.00 2.01 -3.38  0.215
H6 0.10 0.88 -2.59  0.208
H7 -1.60 0.46 -2.79  0.205
H8 0.40 0.93 -5.06  0.194
H9 -1.29 0.43 -5.27  0.168
C12 0.91 -1.46 -5.58  -0.205
C13 0.28 -1.42 -6.98  -0.634
H10 -0.63 -2.02 -7.01  0.204
H11 0.04 -0.40 -7.27  0.207
H12 0.99 -1.83 -7.70  0.215
H13 1.80 -0.82 -5.58  0.193
H14 1.23 -2.48 -5.35  0.189
H15 -1.91 -1.47 -3.89  0.220
H16 -1.18 -2.68 -4.95  0.191
S1 -2.97 -0.54 1.13  0.441
C14 -1.86 0.31 2.19  0.071
N4 -2.26 0.94 3.28  -0.437
C15 -1.32 1.54 3.98  0.245
C16 0.04 1.53 3.65  -0.105
C17 0.45 0.85 2.52  -0.112
C18 -0.52 0.23 1.75  -0.169
H17 1.49 0.80 2.22  0.229
C19 0.94 2.24 4.62  -0.079
O2 0.66 1.88 5.95  -0.538
C20 -0.71 1.86 6.37  0.280
C21 -0.85 2.84 7.54  -0.620
H18 -0.57 3.84 7.23  0.210
H19 -0.19 2.53 8.35  0.218
H20 -1.88 2.85 7.91  0.208
C22 -1.04 0.43 6.82  -0.627
H21 -0.29 0.11 7.55  0.219
H22 -2.02 0.39 7.27  0.207
H23 -1.01 -0.25 5.97  0.215
C23 -1.68 2.27 5.24  -0.475
H24 -2.71 2.05 5.52  0.243
H25 -1.59 3.34 5.06  0.223
H26 0.82 3.33 4.48  0.171
H27 1.99 1.98 4.46  0.203
H28 2.16 -2.82 -1.90  0.222
H29 1.78 -1.48 -3.00  0.252
H30 2.92 0.70 -2.77  0.195
H31 3.92 1.05 -1.35  0.209
H32 2.16 0.95 -1.19  0.217



Below is C16H13N2OPtS2Se as an isolated structure at a distorted geometry, with properties calculated with ωB97M-V/def2-TZVPD.

## Properties
LUMO (spin up / spin down) in eV: 4.935 / 4.929
HOMO (spin up / spin down) in eV: 0.354 / 0.394
Multiplicity: 2
Expectation value of S²: 0.757
HOMO-LUMO gap (spin up / spin down) in eV: 4.582 / 4.536
Net charge: -2

Each line ends with the natural charge from an NBO analysis.
Cartesian coordinates (Å):
Pt1 -0.51 0.57 -0.47  0.335
S1 -0.14 -0.08 1.84  -0.397
C1 -0.74 -1.72 1.84  -0.202
C2 -0.90 -2.36 3.08  -0.192
C3 -1.37 -3.66 3.20  -0.293
C4 -1.71 -4.36 2.05  -0.280
C5 -1.56 -3.75 0.81  -0.233
C6 -1.06 -2.45 0.67  -0.203
S2 -0.83 -1.84 -0.95  -0.395
H1 -0.64 -1.79 3.97  0.187
H2 -1.47 -4.12 4.18  0.176
H3 -2.08 -5.38 2.12  0.177
H4 -1.82 -4.29 -0.09  0.194
Se1 -2.34 1.55 -1.73  -0.322
C7 -2.16 3.40 -2.17  -0.135
C8 -2.91 4.39 -1.52  -0.314
C9 -2.83 5.70 -1.95  0.012
N1 -2.07 6.13 -2.96  -0.502
C10 -1.34 5.18 -3.56  0.008
C11 -1.35 3.85 -3.22  -0.300
H5 -3.55 4.12 -0.69  0.215
H6 -3.42 6.47 -1.45  0.161
H7 -0.72 5.54 -4.39  0.162
H8 -0.73 3.14 -3.76  0.219
O1 1.92 0.68 -0.88  -0.529
N2 2.55 -0.22 -0.26  0.103
C12 3.21 0.07 0.89  -0.019
C13 3.92 -0.89 1.56  -0.234
C14 3.96 -2.20 1.10  -0.257
C15 3.19 -2.49 -0.03  -0.225
C16 2.50 -1.51 -0.68  -0.024
H9 3.11 1.09 1.22  0.228
H10 4.43 -0.61 2.48  0.205
H11 4.50 -2.97 1.63  0.199
H12 3.11 -3.51 -0.39  0.214
H13 1.84 -1.68 -1.52  0.264



Below is C15H27N3O4PdS3 as an isolated structure at a distorted geometry, with properties calculated with ωB97M-V/def2-TZVPD.

## Properties
LUMO in eV: -0.818
Relative energy (zero: lowest compared OMol25 entry of this formula, charge and spin) in eV: 1.5163
HOMO in eV: -7.921
HOMO-LUMO gap in eV: 7.103

Each line ends with the natural charge from an NBO analysis.
Cartesian coordinates (Å):
Pd1 -0.97 -1.12 1.59  0.689
O1 0.55 -2.09 -0.22  -0.633
N1 -0.10 -3.15 -0.61  0.050
C1 0.59 -4.21 -1.10  0.007
C2 -0.05 -5.33 -1.56  -0.248
C3 -1.44 -5.40 -1.50  -0.190
C4 -2.13 -4.34 -0.97  -0.220
C5 -1.47 -3.20 -0.53  -0.003
S1 -2.34 -1.81 0.08  0.050
H1 1.65 -4.05 -1.10  0.231
H2 0.54 -6.14 -1.95  0.229
H3 -1.97 -6.28 -1.83  0.225
H4 -3.21 -4.36 -0.87  0.237
C6 -1.06 -2.49 5.69  -0.891
S2 -1.05 -1.82 4.05  2.337
O2 -1.36 -2.93 3.12  -0.993
O3 -2.02 -0.74 4.00  -0.990
O4 0.32 -1.34 3.76  -1.018
H5 -1.83 -3.25 5.73  0.247
H6 -1.29 -1.68 6.38  0.247
H7 -0.09 -2.92 5.91  0.243
C7 -0.20 2.60 -4.51  -0.609
C8 -0.77 3.03 -3.16  -0.401
C9 -1.78 2.05 -2.57  -0.411
C10 -1.22 0.65 -2.31  -0.235
N2 0.04 0.67 -1.56  -0.567
C11 0.16 0.83 -0.25  0.402
S3 -1.25 1.01 0.76  -0.151
N3 1.39 0.88 0.25  -0.573
C12 1.77 1.04 1.66  -0.224
C13 1.67 2.48 2.16  -0.413
C14 2.70 3.45 1.58  -0.397
C15 2.43 3.89 0.15  -0.606
H8 0.43 3.37 -4.94  0.215
H9 -1.00 2.38 -5.22  0.205
H10 0.41 1.70 -4.42  0.187
H11 -1.26 4.00 -3.27  0.210
H12 0.04 3.19 -2.45  0.196
H13 -2.62 1.93 -3.26  0.208
H14 -2.18 2.44 -1.64  0.223
H15 -1.00 0.14 -3.24  0.202
H16 -1.93 0.05 -1.75  0.252
H17 0.88 0.57 -2.10  0.392
H18 2.13 0.57 -0.37  0.395
H19 2.79 0.68 1.73  0.205
H20 1.16 0.39 2.28  0.244
H21 1.80 2.42 3.24  0.222
H22 0.66 2.85 1.98  0.218
H23 3.70 3.01 1.65  0.191
H24 2.71 4.34 2.22  0.207
H25 2.46 3.06 -0.56  0.190
H26 3.17 4.63 -0.18  0.211
H27 1.45 4.35 0.06  0.205



Below is one molecule with the formula C19H25N3O3S at a distorted geometry, with properties calculated with ωB97M-V/def2-TZVPD.

## Properties
LUMO in eV: 0.589
Relative energy (zero: lowest compared OMol25 entry of this formula, charge and spin) in eV: 2.4286
HOMO in eV: -8.330
Structure (SMILES): CC(C)OC(=O)CSc1nnc(Cc2ccccc2)n1C[C@H]1CCCO1
HOMO-LUMO gap in eV: 8.919

Each line ends with the natural charge from an NBO analysis.
Cartesian coordinates (Å):
C1 -1.79 2.00 -0.72  -0.653
H1 -0.70 1.99 -0.66  0.227
C2 -2.23 2.29 -2.15  0.105
C3 -1.72 3.63 -2.66  -0.640
H2 -2.14 4.43 -2.06  0.213
H3 -0.63 3.67 -2.60  0.232
H4 -2.02 3.77 -3.70  0.212
H5 -3.33 2.27 -2.20  0.193
O1 -1.87 1.20 -3.02  -0.492
C4 -0.60 0.89 -3.21  0.802
O2 0.36 1.50 -2.83  -0.616
C5 -0.51 -0.41 -4.01  -0.616
H6 -0.02 -0.23 -4.97  0.252
H7 -1.49 -0.86 -4.12  0.263
S1 0.58 -1.54 -3.10  0.270
C6 -0.37 -1.68 -1.66  0.172
N1 -1.65 -1.44 -1.56  -0.323
N2 -2.01 -1.68 -0.29  -0.287
C7 -0.96 -2.07 0.37  0.338
N3 0.13 -2.11 -0.46  -0.372
C8 1.52 -2.34 -0.17  -0.236
H8 1.63 -3.25 0.44  0.216
H9 2.03 -2.49 -1.12  0.220
C9 2.13 -1.13 0.58  0.085
C10 3.67 -1.14 0.51  -0.432
H10 4.11 -1.23 1.51  0.222
C11 4.02 0.20 -0.15  -0.427
H11 4.86 0.13 -0.82  0.216
C12 2.72 0.54 -0.88  -0.071
H12 2.55 1.61 -1.03  0.207
O3 1.69 0.08 -0.02  -0.534
H13 2.66 0.04 -1.85  0.176
H14 4.22 0.96 0.61  0.207
H15 4.02 -1.97 -0.09  0.203
H16 1.76 -1.12 1.61  0.195
C13 -0.95 -2.44 1.81  -0.464
C14 -1.09 -1.24 2.72  -0.008
C15 -1.60 -1.41 4.00  -0.207
C16 -1.72 -0.34 4.87  -0.206
C17 -1.33 0.93 4.46  -0.240
C18 -0.82 1.11 3.19  -0.137
C19 -0.70 0.04 2.32  -0.246
H17 -0.30 0.20 1.34  0.231
H18 -0.52 2.09 2.86  0.203
H19 -1.43 1.76 5.14  0.211
H20 -2.12 -0.49 5.86  0.212
H21 -1.90 -2.40 4.32  0.206
H22 -1.79 -3.11 1.99  0.248
H23 -0.03 -2.97 2.05  0.219
H24 -2.16 1.02 -0.42  0.238
H25 -2.18 2.75 -0.05  0.213



Calculated total energy: -82612.71155 -7739.43794 -45262.71104 -112093.13940 -64637.81034 -41556.99150 (eV)